Here is 2 unconnected molecules or ions with the total composition C4H11NO2 in a non-equilibrium geometry from OMol25. Energies are from the ωB97M-V functional and the def2-TZVPD basis.

CARTESIAN COORDINATES (ANGSTROEM)
C  -1.08  0.29  0.72
N  0.23  0.16  0.37
C  1.19  1.20  0.74
C  1.42  1.64  2.18
C  0.61  -1.18  -0.04
O  -1.91  -0.59  0.60
H  -1.26  1.29  1.16
H  0.91  2.11  0.19
H  2.11  0.79  0.29
H  2.17  2.43  2.16
H  0.53  2.16  2.55
H  1.63  0.84  2.88
H  -0.31  -1.65  -0.40
H  1.28  -1.29  -0.88
H  0.87  -1.74  0.87
H  -2.06  -2.22  -4.19
H  -3.36  -2.33  -4.98
O  -2.97  -1.90  -4.22

Calculated values
structure (SMILES)	CCN(C)C=O.O
gap between HOMO and LUMO	10.05	eV
energy above the lowest of the compared OMol25 structures with the same formula, charge and spin	27.7	kcal per mole
electronic energy	-364.223971	a.u.
net charge	0

***

Here is 2 unconnected molecules or ions with the total composition C4H11NO2 in a non-equilibrium geometry from OMol25. Energies are from the ωB97M-V functional and the def2-TZVPD basis.

CARTESIAN COORDINATES (ANGSTROEM)
C  0.38  2.11  1.39
N  0.31  0.96  0.55
C  -0.52  0.91  -0.62
C  -1.54  -0.24  -0.57
C  -0.95  -1.60  -0.20
O  0.05  3.18  0.99
H  0.80  1.92  2.38
H  0.46  0.10  1.08
H  -1.07  1.85  -0.68
H  0.16  0.81  -1.49
H  -2.29  0.02  0.17
H  -2.04  -0.25  -1.53
H  -1.66  -2.39  -0.46
H  -0.84  -1.69  0.87
H  -0.07  -1.82  -0.81
H  2.64  -0.75  -0.84
H  3.55  -1.66  -0.02
O  2.62  -1.47  -0.20

Calculated values
multiplicity	2
gap between HOMO and LUMO (spin up / spin down)	11.56 / 6.25	eV
energy above the lowest of the compared OMol25 structures with the same formula, charge and spin	19.2	kcal per mole
electronic energy	-363.897723	a.u.
net charge	+1

***

Here is 2 unconnected molecules or ions with the total composition C4H11NO2 in a non-equilibrium geometry from OMol25. Energies are from the ωB97M-V functional and the def2-TZVPD basis.

CARTESIAN COORDINATES (ANGSTROEM)
C  1.21  0.25  -1.03
C  1.40  0.01  0.61
C  0.06  0.20  1.28
O  2.27  1.01  1.02
N  2.43  0.12  -1.51
C  -3.00  -0.68  -0.11
O  -2.14  0.21  -0.63
H  0.44  -0.44  -1.40
H  0.83  1.28  -0.97
H  1.87  -0.96  0.78
H  0.08  0.93  2.08
H  -0.68  0.45  0.50
H  -0.23  -0.69  1.85
H  2.98  1.04  0.35
H  2.50  0.00  -2.54
H  -2.99  -0.94  0.95
H  -4.02  -0.31  -0.34
H  -3.02  -1.47  -0.88

Calculated values
multiplicity	2
gap between HOMO and LUMO (spin up / spin down)	5.53 / 4.94	eV
energy above the lowest of the compared OMol25 structures with the same formula, charge and spin	144.8	kcal per mole
electronic energy	-363.697690	a.u.
net charge	+1

***

Here is a gas-phase ion, C4H11NO2P (charge -1) in a non-equilibrium geometry from OMol25. Energies are from the ωB97M-V functional and the def2-TZVPD basis.

CARTESIAN COORDINATES (ANGSTROEM)
C  0.31  2.37  -0.57
C  -1.37  1.02  0.58
C  0.46  -2.90  -0.23
C  -0.40  1.07  -0.54
N  -0.08  -1.64  0.21
O  1.24  0.21  1.98
O  1.90  -0.42  -1.04
P  0.87  -0.25  -0.05
H  0.89  2.15  0.28
H  1.03  2.49  -1.32
H  -0.44  3.19  -0.40
H  -1.93  2.05  0.38
H  -0.76  0.90  1.48
H  -2.21  0.36  0.71
H  0.60  -3.71  0.59
H  -0.15  -3.37  -1.04
H  1.39  -2.67  -0.67
H  -0.78  0.59  -1.47
H  -0.55  -1.42  1.11

Calculated values
structure (SMILES)	CN[P@@](=O)([O-])C(C)C
gap between HOMO and LUMO (spin up / spin down)	7.39 / 7.39	eV
energy above the lowest of the compared OMol25 structures with the same formula, charge and spin	83.1	kcal per mole
electronic energy	-705.560523	a.u.
net charge	-1

***

Here is 2 unconnected molecules or ions with the total composition C4H11NO2S in a non-equilibrium geometry from OMol25. Energies are from the ωB97M-V functional and the def2-TZVPD basis.

CARTESIAN COORDINATES (ANGSTROEM)
C  0.95  -0.68  -0.94
N  1.76  0.29  -0.19
C  1.45  1.62  -0.36
O  1.66  2.49  0.46
C  -0.17  -1.23  -0.04
C  -1.50  -1.31  -0.77
S  -2.13  0.43  -0.91
H  0.62  -0.27  -1.90
H  1.58  -1.47  -1.36
H  1.98  0.08  0.77
H  1.17  1.91  -1.38
H  0.30  -2.13  0.41
H  -0.36  -0.79  0.94
H  -1.48  -1.65  -1.81
H  -2.30  -1.84  -0.25
H  -3.36  0.25  -0.42
H  0.61  1.82  2.54
H  -0.78  1.31  2.33
O  0.00  1.17  2.88

Calculated values
structure (SMILES)	O=CNCCCS.O
gap between HOMO and LUMO	10.06	eV
energy above the lowest of the compared OMol25 structures with the same formula, charge and spin	23.0	kcal per mole
electronic energy	-762.412663	a.u.
net charge	0

***

Here is 2 unconnected molecules or ions with the total composition C4H11NO3 in a non-equilibrium geometry from OMol25. Energies are from the ωB97M-V functional and the def2-TZVPD basis.

CARTESIAN COORDINATES (ANGSTROEM)
C  -0.06  0.39  0.02
C  1.28  -0.31  0.35
C  1.38  -0.70  1.79
O  2.52  -1.10  2.25
N  -0.76  0.26  -1.26
C  -1.29  -1.01  -1.65
O  -0.41  -2.15  -1.58
H  0.26  1.42  0.02
H  -0.71  0.24  0.86
H  1.39  -1.18  -0.33
H  2.19  0.23  0.02
H  0.51  -0.63  2.47
H  -0.29  0.74  -2.01
H  -1.76  -0.94  -2.61
H  -2.08  -1.29  -0.95
H  -0.22  -2.45  -2.47
H  -0.79  2.85  0.92
H  -0.51  2.43  2.36
O  -0.68  3.20  1.81

Calculated values
multiplicity	2
gap between HOMO and LUMO (spin up / spin down)	2.84 / 6.33	eV
energy above the lowest of the compared OMol25 structures with the same formula, charge and spin	27.1	kcal per mole
electronic energy	-439.406958	a.u.
net charge	-1

***

Here is 2 unconnected molecules or ions with the total composition C4H11NO3 from OMol25. Energies are from the ωB97M-V functional and the def2-TZVPD basis.

CARTESIAN COORDINATES (ANGSTROEM)
C  0.05  0.86  0.73
C  1.30  0.24  0.11
C  1.46  -1.29  0.39
O  2.09  -2.03  -0.58
N  -1.16  0.60  -0.06
C  -2.40  1.30  0.50
O  -3.04  0.70  1.50
H  0.18  1.95  0.72
H  -0.06  0.51  1.75
H  1.32  0.42  -0.97
H  2.18  0.70  0.55
H  2.04  -1.35  1.34
H  0.46  -1.67  0.63
H  -1.32  -0.40  0.04
H  -3.03  1.41  -0.42
H  -1.99  2.30  0.78
H  1.28  -1.73  -1.91
H  0.01  -0.94  -2.38
O  0.65  -1.58  -2.72

Calculated values
gap between HOMO and LUMO	6.82	eV
energy above the lowest of the compared OMol25 structures with the same formula, charge and spin	8.9	kcal per mole
electronic energy	-439.382762	a.u.
net charge	-2

***

Here is 2 unconnected molecules or ions with the total composition C4H11NO3 in a non-equilibrium geometry from OMol25. Energies are from the ωB97M-V functional and the def2-TZVPD basis.

CARTESIAN COORDINATES (ANGSTROEM)
C  -0.83  0.24  -1.66
N  -0.60  1.18  -0.70
C  -0.40  0.73  1.62
C  0.43  1.17  0.43
C  1.56  0.21  0.16
O  2.67  0.55  1.05
O  -0.17  -0.73  -1.92
H  -1.77  0.46  -2.24
H  -1.16  2.02  -0.63
H  -0.81  1.59  2.14
H  0.30  0.22  2.34
H  -1.09  -0.07  1.35
H  0.75  2.28  0.45
H  1.43  -0.83  -0.06
H  1.98  0.37  -0.84
H  2.33  0.86  1.89
H  -1.50  -3.59  -0.32
H  -1.40  -2.98  -1.81
O  -1.76  -3.67  -1.24

Calculated values
structure (SMILES)	C[C@@H](CO)NC=O.O
gap between HOMO and LUMO	10.65	eV
energy above the lowest of the compared OMol25 structures with the same formula, charge and spin	48.7	kcal per mole
electronic energy	-439.448364	a.u.
net charge	0

***

Here is 2 unconnected molecules or ions with the total composition C4H11NO3 in a non-equilibrium geometry from OMol25. Energies are from the ωB97M-V functional and the def2-TZVPD basis.

CARTESIAN COORDINATES (ANGSTROEM)
C  1.26  -0.14  1.03
O  2.54  0.29  1.47
C  1.29  0.15  -0.50
C  0.07  -0.12  -1.27
C  -1.15  0.59  -0.66
N  -1.23  1.93  -0.96
O  -1.94  0.14  0.16
H  0.75  0.65  1.51
H  1.05  -1.20  1.37
H  2.55  0.34  2.45
H  2.10  -0.58  -0.88
H  1.76  1.11  -0.64
H  -0.15  -1.27  -1.41
H  0.21  0.26  -2.34
H  -0.52  2.39  -1.58
H  -2.06  2.46  -0.75
H  -1.56  -1.70  0.75
H  -1.17  -2.55  -0.42
O  -1.01  -2.47  0.50

Calculated values
structure (SMILES)	NC(=O)CCCO.O
gap between HOMO and LUMO	10.71	eV
energy above the lowest of the compared OMol25 structures with the same formula, charge and spin	37.0	kcal per mole
electronic energy	-439.466950	a.u.
net charge	0

***

Here is 2 unconnected molecules or ions with the total composition C4H11NO3 in a non-equilibrium geometry from OMol25. Energies are from the ωB97M-V functional and the def2-TZVPD basis.

CARTESIAN COORDINATES (ANGSTROEM)
C  0.01  1.71  0.40
O  0.58  2.66  1.25
C  0.20  0.29  0.99
C  -1.29  -0.40  0.90
C  -1.41  -1.65  0.19
O  -2.27  -2.45  0.56
N  1.25  -0.26  0.19
H  -1.04  2.01  0.42
H  0.39  1.81  -0.68
H  1.43  2.76  1.02
H  0.69  0.39  2.04
H  -1.52  -0.50  1.89
H  -1.98  0.40  0.37
H  -0.79  -1.80  -0.71
H  1.46  -1.17  0.52
H  1.20  -0.38  -0.79
H  0.41  -0.73  -3.11
H  1.79  -1.26  -2.83
O  0.90  -1.45  -2.64

Calculated values
structure (SMILES)	N[C@@H](CO)CC=O.O
gap between HOMO and LUMO	9.33	eV
energy above the lowest of the compared OMol25 structures with the same formula, charge and spin	78.9	kcal per mole
electronic energy	-439.400147	a.u.
net charge	0

***

Here is 2 unconnected molecules or ions with the total composition C4H11NO3 in a non-equilibrium geometry from OMol25. Energies are from the ωB97M-V functional and the def2-TZVPD basis.

CARTESIAN COORDINATES (ANGSTROEM)
C  0.13  1.02  0.71
C  0.41  2.17  -0.24
N  -0.78  1.41  1.76
O  1.33  0.60  1.32
H  1.79  0.03  0.67
H  -0.35  0.23  0.08
H  -0.79  0.64  2.44
H  -0.33  2.17  2.27
H  0.79  3.05  0.29
H  -0.49  2.45  -0.79
H  1.18  1.87  -0.97
C  -0.77  -2.48  -0.49
C  0.37  -1.65  -0.99
O  0.02  -0.81  -2.05
O  1.50  -1.66  -0.54
H  -0.88  -0.95  -2.39
H  -1.65  -2.40  -1.13
H  -0.46  -3.53  -0.48
H  -1.03  -2.15  0.52

Calculated values
structure (SMILES)	C[C@H](N)O.CC(=O)O
gap between HOMO and LUMO	10.08	eV
energy above the lowest of the compared OMol25 structures with the same formula, charge and spin	22.3	kcal per mole
electronic energy	-439.490409	a.u.
net charge	0

***

Here is 2 unconnected molecules or ions with the total composition C4H11NO3 in a non-equilibrium geometry from OMol25. Energies are from the ωB97M-V functional and the def2-TZVPD basis.

CARTESIAN COORDINATES (ANGSTROEM)
C  0.55  -0.69  1.88
C  -0.30  -0.86  0.62
C  0.05  0.13  -0.49
C  -0.74  -0.12  -1.75
O  -0.47  -1.34  -2.24
O  -1.48  0.66  -2.28
N  -1.73  -0.84  0.89
H  0.09  0.12  2.47
H  0.40  -1.56  2.53
H  1.61  -0.44  1.80
H  -0.13  -1.85  0.20
H  1.08  -0.09  -0.80
H  -0.04  1.13  -0.11
H  -0.97  -1.53  -3.06
H  -2.04  -1.61  1.47
H  -2.02  0.03  1.31
H  1.45  3.41  -0.62
H  2.74  2.87  -1.17
O  1.96  2.59  -0.66

Calculated values
structure (SMILES)	C[C@@H](N)CC(=O)O.O
gap between HOMO and LUMO	9.94	eV
energy above the lowest of the compared OMol25 structures with the same formula, charge and spin	16.8	kcal per mole
electronic energy	-439.499226	a.u.
net charge	0